Molecular formula: C17H40FN7O8S
Method: DFT, ωB97M-V/def2-TZVPD

The geometry in XYZ format:
```
74
Properties=species:S:1:pos:R:3
N -7.8700 0.5933 3.2135
N -6.8069 0.0954 2.4068
C -5.6056 0.9358 2.4369
C -4.4391 0.2341 3.1003
O -3.3581 0.0930 2.5822
S -7.2657 -0.3991 0.8975
O -6.3955 0.0384 -0.1309
O -8.6583 -0.1654 0.7430
F -7.0873 -1.9289 1.0042
H -8.5713 -0.1276 3.2843
H -8.2693 1.4048 2.7541
H -5.2924 1.3509 1.4926
H -5.8329 1.7811 3.0769
H -4.6491 -0.1225 4.1256
C -1.7359 3.3386 0.8904
C -3.1742 3.1279 0.5020
O -4.0815 3.0994 1.3295
N -3.4435 2.9505 -0.8112
C -2.4985 2.9304 -1.9139
H -1.6725 3.4508 1.9674
H -1.1313 2.4820 0.5949
H -1.3365 4.2378 0.4223
H -4.4209 2.8085 -1.0118
H -2.7554 3.7097 -2.6345
H -2.5560 1.9623 -2.4133
H -1.4836 3.0834 -1.5673
C 0.8118 -0.5830 -3.1213
C 0.3075 0.1126 -1.8806
O 0.3985 1.3220 -1.7248
N -0.2650 -0.6523 -0.9113
C -0.4657 -2.0892 -0.9035
H 1.2372 0.1505 -3.7893
H 1.5849 -1.3078 -2.8690
H -0.0064 -1.0887 -3.6345
H -0.5794 -0.1238 -0.1115
H -1.5304 -2.3115 -0.8130
H 0.0517 -2.5294 -0.0490
H -0.0872 -2.5391 -1.8144
C 3.1590 -1.6509 -7.7059
C 2.0940 -1.0155 -6.8441
O 2.1201 -1.0848 -5.6255
N 1.0900 -0.3530 -7.4751
C 0.8911 -0.1649 -8.9008
H 3.8821 -2.1359 -7.0586
H 2.7225 -2.4001 -8.3671
H 3.6731 -0.8958 -8.3013
H 0.4147 0.0476 -6.8441
H 0.8793 0.9010 -9.1334
H -0.0670 -0.5936 -9.1988
H 1.6812 -0.6402 -9.4705
C 2.9597 1.4373 0.1603
C 2.0736 1.5954 1.3710
O 1.3908 2.5905 1.5499
N 2.0546 0.5759 2.2716
C 2.7892 -0.6794 2.2307
H 2.8599 2.3223 -0.4581
H 4.0032 1.3291 0.4610
H 2.6563 0.5699 -0.4258
H 1.4423 0.7459 3.0529
H 2.0811 -1.5114 2.2299
H 3.4244 -0.7642 3.1096
H 3.4124 -0.7449 1.3471
C 6.6884 -2.9807 5.6365
C 5.5754 -2.1721 5.0136
O 5.5213 -1.9699 3.8114
N 4.6258 -1.6711 5.8484
C 4.5307 -1.8092 7.2904
H 7.3593 -3.3069 4.8490
H 7.2512 -2.3760 6.3483
H 6.2885 -3.8599 6.1427
H 3.9126 -1.1411 5.3755
H 3.5907 -2.2972 7.5528
H 4.5493 -0.8231 7.7570
H 5.3530 -2.3980 7.6802
```

F_max	1.6	eV/Å
orbital gap	9.62	eV
energy	-58641.3640	eV
SMILES	NN(CC=O)S(=O)(=O)F.CNC(C)=O.CNC(C)=O.CNC(C)=O.CNC(C)=O.CNC(C)=O
charge	0